[1]
The following is a DFT calculation (ωB97M-V/def2-TZVPD) of C13H14CdN2OPS3SbSe2 as an isolated structure.

CARTESIAN COORDINATES (ANGSTROEM)
Cd (0.3142, 1.3381, -2.5799)
Se (0.7491, 1.0856, 1.3775)
P (-0.3747, -0.5925, 0.7771)
Se (-0.5465, -0.9008, -1.4221)
C (0.2992, -2.1901, 1.3226)
C (-0.2684, -3.4004, 0.9048)
C (0.3093, -4.6202, 1.2930)
C (1.5007, -4.5750, 2.0569)
C (2.0750, -3.3396, 2.3875)
C (1.4501, -2.1533, 2.0418)
C (-2.0982, -0.4303, 1.3464)
C (-2.3175, 0.3282, 2.4830)
C (-3.6113, 0.6096, 2.9545)
C (-4.7017, 0.0698, 2.2106)
C (-4.4967, -0.6453, 1.0390)
C (-3.1666, -0.9605, 0.6418)
H (-1.0484, -3.3805, 0.1236)
H (-0.1293, -5.5582, 0.9928)
H (2.0825, -5.4791, 2.2691)
H (3.0146, -3.3367, 2.9448)
H (1.9171, -1.1933, 2.2985)
H (-1.4775, 0.6597, 3.0961)
H (-3.8125, 1.2583, 3.8173)
H (-5.7004, 0.2859, 2.5841)
H (-5.3211, -1.0272, 0.4510)
H (-2.9606, -1.4655, -0.3269)
S (2.0292, 5.2369, -4.8358)
Sb (-0.0120, 3.9362, -4.6952)
S (0.8440, 1.5487, -5.0213)
S (-0.4881, 3.7276, -2.2149)
N (4.0581, 2.8821, -3.3500)
C (3.1489, 2.6840, -2.3922)
N (2.8736, 3.7999, -1.6090)
O (2.7377, 1.5232, -2.1009)
H (4.1648, 3.7864, -3.7591)
H (4.1476, 2.1101, -3.9310)
H (2.7941, 4.7446, -2.0773)
H (2.0215, 3.6336, -1.0984)

Forces on the atoms, in the same order (eV/Å):
0.10 -0.19 0.53
0.19 0.06 0.11
-0.09 0.43 -1.30
0.21 0.12 -0.11
-1.09 0.08 -0.65
0.19 -0.59 -0.42
0.61 1.19 0.49
0.03 0.31 -0.58
-0.02 -1.07 0.31
1.33 0.17 0.91
0.00 -0.36 0.13
-0.73 0.47 1.73
-0.37 -0.90 -1.41
0.59 0.91 0.69
1.35 -0.70 0.23
-0.98 0.57 -0.79
0.16 -0.06 0.80
0.03 -0.11 -0.12
-0.52 0.21 0.08
-0.25 0.09 -0.23
-0.35 -0.40 -0.11
-0.09 0.14 -0.51
0.29 -0.49 -0.34
0.01 -0.09 -0.29
-0.06 0.07 0.07
-0.33 0.28 0.89
-0.74 -0.38 0.02
1.12 -1.18 1.33
-0.66 1.49 0.02
0.22 -0.02 -1.52
0.25 0.66 0.35
-0.37 -0.66 1.87
-0.56 0.67 -0.90
0.20 2.01 -0.48
0.02 0.32 -0.14
0.24 -1.35 -1.40
0.29 -1.72 0.42
-0.23 0.03 0.31

- Spin multiplicity: 2
- ⟨S²⟩: 0.763
- Net charge: -1
- LUMO (alpha / beta): 2.6012 / 0.0473 eV
- Relative energy (zero: lowest compared OMol25 entry of this formula, charge and spin): 0.0 kJ/mol
- Highest occupied orbital energy (alpha / beta): -5.17 / -5.17 eV
- HOMO-LUMO gap (alpha / beta): 7.775 / 5.214 eV

=====

[2]
The following is a DFT calculation (ωB97M-V/def2-TZVPD) of the molecule C13H14ClNO5.

CARTESIAN COORDINATES (ANGSTROEM)
O (1.5568, 1.2143, -4.4696)
O (2.4730, -0.8853, -2.9981)
O (-1.8877, 1.1666, -0.7967)
Cl (4.0917, 1.2655, -0.4895)
O (-0.4864, 1.4589, -3.6057)
O (-0.6088, -0.7401, -0.6073)
C (0.7954, 1.1715, -3.4927)
C (2.3253, -0.0454, -2.1343)
C (-0.7917, 0.5873, -0.8647)
C (-1.3029, -1.4784, 4.2355)
C (-2.2078, -0.5660, 3.6362)
C (-0.4959, -2.3502, 3.4544)
C (-2.3302, -0.5866, 2.2452)
C (-0.6360, -2.3912, 2.0712)
C (-1.5901, -1.4990, 1.4775)
N (1.3197, 0.9346, -2.2382)
C (3.2469, -0.2284, -0.9177)
C (-1.7374, -1.4412, -0.0291)
C (0.4455, 2.8730, -0.9472)
C (0.5436, 1.3441, -1.0256)
H (-0.6049, 1.5764, -4.5557)
H (-1.1880, -1.4792, 5.3153)
H (-2.7237, 0.1930, 4.2321)
H (0.2381, -2.9973, 3.9252)
H (-2.9806, 0.1137, 1.7953)
H (0.0048, -3.0155, 1.4396)
H (3.9921, -1.0356, -1.1237)
H (2.6435, -0.5300, -0.0784)
H (-2.7012, -1.0058, -0.2837)
H (-1.6867, -2.4614, -0.3590)
H (0.1286, 3.1499, 0.0794)
H (-0.3621, 3.2757, -1.6078)
H (1.4146, 3.3187, -1.1843)
H (1.1023, 1.0932, -0.0980)

Forces on the atoms, in the same order (eV/Å):
-1.80 -0.22 1.62
-0.21 0.71 0.37
2.85 -1.62 -0.21
0.09 0.26 0.15
-0.61 -0.26 0.89
-0.21 1.15 -0.49
3.41 0.54 -3.14
0.67 -2.02 -1.11
-2.52 1.15 0.87
-0.03 0.27 -0.72
1.21 -0.90 0.19
-0.71 0.43 0.16
0.97 -1.13 0.86
-1.10 1.46 -0.15
0.62 0.10 0.22
-0.78 -0.34 2.22
-0.19 0.10 -0.31
0.00 -0.28 1.03
-1.58 0.18 0.02
0.65 0.27 0.16
-0.15 0.16 -0.21
0.03 -0.01 -0.13
0.07 -0.48 -0.17
-0.17 0.11 0.11
-0.57 0.54 -0.72
-0.37 0.14 0.26
-0.82 0.89 -0.15
-0.15 -0.12 0.48
0.27 0.19 -0.32
0.12 -0.33 -0.73
0.34 -0.09 -0.54
0.81 -0.36 0.32
-0.18 -0.11 0.08
0.02 -0.38 -0.88

- SMILES: C[C@@H](C(=O)OCc1ccccc1)N(C(=O)O)C(=O)CCl
- LUMO: 0.4624 eV
- Relative energy (zero: lowest compared OMol25 entry of this formula, charge and spin): 98.6 kJ/mol
- Highest occupied orbital energy: -9.56 eV
- HOMO-LUMO gap: 10.027 eV

=====

[3]
The following is a DFT calculation (ωB97M-V/def2-TZVPD) of the molecule C13H14ClNO5.

CARTESIAN COORDINATES (ANGSTROEM)
C (-4.4535, -3.3651, 0.3718)
H (-4.2013, -3.3912, 1.4334)
H (-3.6951, -3.9177, -0.1854)
H (-5.4387, -3.7897, 0.2008)
O (-4.5182, -2.0180, -0.0876)
C (-3.4200, -1.2879, 0.0637)
O (-2.3957, -1.6810, 0.5590)
C (-3.6175, 0.1304, -0.4417)
N (-2.3632, 0.8338, -0.3946)
C (-1.9414, 1.6193, -1.4046)
O (-2.6317, 1.9432, -2.3444)
C (-0.5059, 2.1187, -1.2519)
H (-0.5126, 3.1999, -1.0678)
H (0.0261, 1.9375, -2.1918)
O (0.1671, 1.4544, -0.1908)
C (0.9972, 2.1748, 0.5780)
O (1.2006, 3.3479, 0.4388)
C (1.6526, 1.2824, 1.6138)
C (2.7133, 0.4769, 0.9085)
C (3.9995, 0.9822, 0.7676)
C (4.9703, 0.2649, 0.0924)
C (4.6474, -0.9676, -0.4524)
C (3.3668, -1.4828, -0.3300)
C (2.4049, -0.7561, 0.3477)
H (1.4051, -1.1534, 0.4400)
H (3.1267, -2.4420, -0.7609)
Cl (5.8556, -1.8723, -1.2952)
H (5.9691, 0.6578, -0.0128)
H (4.2443, 1.9461, 1.1877)
H (2.0913, 1.9135, 2.3857)
H (0.9011, 0.6215, 2.0447)
H (-1.6815, 0.4715, 0.2603)
H (-3.9917, 0.1275, -1.4701)
H (-4.3710, 0.6206, 0.1881)

Forces on the atoms, in the same order (eV/Å):
0.18 -0.31 0.18
-0.04 -0.02 -0.09
-0.07 0.03 0.04
0.05 0.04 0.00
-0.25 0.25 -0.17
0.09 0.36 -0.08
0.05 -0.15 0.07
-0.08 0.06 -0.08
0.02 -0.43 0.44
0.39 -0.02 0.41
-0.03 0.17 -0.36
-0.10 0.49 -0.47
-0.07 -0.24 -0.07
-0.11 0.01 0.14
-0.24 -0.37 -0.11
0.15 0.20 0.52
0.03 0.05 -0.06
-0.02 0.16 -0.24
0.07 -0.13 0.08
-0.10 -0.09 0.01
0.04 -0.09 -0.08
-0.16 0.14 0.12
0.09 -0.02 -0.05
0.11 0.06 0.04
-0.12 -0.05 0.02
0.01 -0.09 -0.05
0.14 -0.11 -0.10
0.10 0.01 -0.02
0.03 0.11 0.06
-0.10 -0.01 -0.05
0.01 0.03 0.05
-0.05 0.11 -0.16
-0.01 -0.03 0.16
-0.01 -0.14 -0.13

- SMILES: COC(=O)CNC(=O)COC(=O)Cc1ccc(Cl)cc1
- LUMO: 0.5333 eV
- Relative energy (zero: lowest compared OMol25 entry of this formula, charge and spin): 0.6 kJ/mol
- Highest occupied orbital energy: -9.16 eV
- HOMO-LUMO gap: 9.695 eV

=====

[4]
The following is a DFT calculation (ωB97M-V/def2-TZVPD) of C13H14F3MnNO4S as an isolated structure.

CARTESIAN COORDINATES (ANGSTROEM)
Mn (0.3432, -0.5674, -0.0193)
C (-0.6262, 1.1460, 4.0058)
C (-1.0029, 0.3153, 2.8125)
O (0.0539, 0.4369, 1.7712)
H (-1.3786, 1.0193, 4.7851)
H (-0.5929, 2.2081, 3.7555)
H (0.3321, 0.8327, 4.4198)
H (-1.9360, 0.6425, 2.3595)
H (-1.0452, -0.7457, 3.0461)
H (0.5459, 1.2589, 1.9100)
F (3.7376, -2.5945, 2.0173)
C (3.8644, -1.7212, 1.0385)
F (4.5878, -0.6881, 1.4203)
F (4.4159, -2.2968, -0.0253)
C (2.4608, -1.2366, 0.6103)
O (2.2571, -0.0741, 0.1267)
O (1.4392, -1.9924, 0.6809)
S (-3.3918, -2.9090, -0.2141)
C (-2.3472, -1.6460, 0.1046)
N (-1.1346, -1.7779, -0.3989)
C (-0.9693, -3.0082, -1.0692)
C (0.1705, -3.4733, -1.7209)
C (0.1076, -4.7140, -2.3077)
C (-1.0674, -5.4891, -2.2547)
C (-2.1958, -5.0323, -1.6224)
C (-2.1313, -3.7691, -1.0295)
H (-2.6632, -0.7683, 0.6500)
H (1.0893, -2.9014, -1.7557)
H (0.9777, -5.1050, -2.8174)
H (-1.0811, -6.4615, -2.7276)
H (-3.0998, -5.6253, -1.5940)
C (1.0778, 0.8411, -2.9314)
C (0.3392, 0.5301, -1.6976)
O (-0.5297, 0.9677, -1.0152)
H (0.8050, 0.0887, -3.6785)
H (2.1438, 0.7528, -2.7204)
H (0.7960, 1.8393, -3.2676)

Forces on the atoms, in the same order (eV/Å):
0.19 -0.49 0.50
-0.05 0.02 0.11
0.33 0.02 -0.12
-0.25 -0.03 0.11
0.00 0.02 -0.03
0.01 -0.01 0.01
0.00 -0.01 -0.01
-0.06 0.06 0.01
-0.01 -0.05 0.00
-0.05 0.00 0.07
0.05 -0.01 0.00
-0.09 0.05 0.03
0.01 0.00 0.02
0.01 -0.03 -0.02
-0.42 0.34 -0.18
0.16 -0.32 0.16
0.32 0.09 -0.04
-0.22 -0.26 0.19
0.03 0.17 -0.26
0.24 -0.09 0.03
-0.12 0.40 0.26
0.09 0.01 0.00
-0.13 -0.17 -0.05
0.27 -0.03 -0.12
-0.13 0.10 0.03
-0.16 -0.17 -0.17
0.00 0.01 -0.01
-0.02 0.02 -0.01
-0.02 -0.01 0.01
0.02 0.01 0.01
0.00 0.02 0.02
-0.34 -0.11 0.21
0.19 0.24 -0.55
0.01 0.16 -0.13
0.04 0.00 -0.01
0.04 0.02 -0.03
0.04 0.03 -0.04

- Spin multiplicity: 4
- ⟨S²⟩: 4.151
- Net charge: +2
- LUMO (alpha / beta): -9.3969 / -8.6638 eV
- Highest occupied orbital energy (alpha / beta): -15.65 / -15.68 eV
- HOMO-LUMO gap (alpha / beta): 6.251 / 7.019 eV

=====

[5]
The following is a DFT calculation (ωB97M-V/def2-TZVPD) of C13H14I2N7O2SSeW as an isolated structure.

CARTESIAN COORDINATES (ANGSTROEM)
W (2.6179, -0.2440, -2.4151)
N (4.2492, 0.0574, -0.4972)
N (3.8127, 1.2246, 0.1462)
C (2.6742, 1.8165, -0.2585)
O (2.0119, 2.6086, 0.3105)
O (2.3257, 1.2844, -1.5130)
H (4.2936, -0.6903, 0.1963)
H (5.1971, 0.2312, -0.8264)
H (4.2971, 1.5750, 0.9622)
N (0.6708, 0.9772, 2.2631)
C (0.3377, -0.1216, 1.6100)
S (1.4187, -0.9097, 0.4744)
N (-0.8131, -0.7269, 1.8516)
C (-1.8564, -0.3871, 2.7816)
C (-3.1538, -0.6888, 2.3955)
C (-4.2134, -0.3654, 3.2237)
C (-3.9756, 0.2195, 4.4589)
C (-2.6771, 0.4723, 4.8619)
C (-1.6084, 0.1676, 4.0301)
H (1.4892, 1.5018, 2.0035)
H (0.0119, 1.4296, 2.8820)
H (-1.0096, -1.5142, 1.2530)
H (-3.3346, -1.1487, 1.4290)
H (-5.2283, -0.5592, 2.9048)
H (-4.8009, 0.4350, 5.1232)
H (-2.4906, 0.8695, 5.8506)
H (-0.6002, 0.2703, 4.4107)
I (3.2256, -2.8005, -2.1874)
I (4.8052, 0.5894, -3.6797)
Se (1.3374, 1.0890, -5.7519)
N (-0.3391, 0.7142, -5.6719)
C (-0.6524, 0.0531, -4.5629)
C (-1.8935, -0.4723, -4.1055)
C (-1.8600, -1.1506, -2.9131)
C (-0.6670, -1.3005, -2.1629)
N (0.4834, -0.7921, -2.5561)
C (0.4617, -0.1624, -3.7317)
N (1.6493, 0.2708, -4.1351)
H (-2.8038, -0.3464, -4.6820)
H (-2.7619, -1.6095, -2.5309)
H (-0.6309, -1.8670, -1.2416)

Forces on the atoms, in the same order (eV/Å):
2.40 -0.73 2.72
-0.19 0.14 -0.15
0.34 0.07 -0.18
0.04 -0.29 0.60
-0.06 0.32 -0.35
-0.54 0.71 -0.47
-0.30 -0.23 -0.09
0.06 -0.20 -0.24
0.01 -0.05 0.06
0.07 -0.02 -0.09
-0.21 0.53 0.07
0.38 -0.87 -0.30
-0.10 -0.12 -0.04
0.08 0.01 0.06
-0.14 0.10 -0.33
-0.04 -0.01 -0.08
-0.12 -0.07 0.03
0.15 -0.06 0.11
0.20 -0.07 0.18
-0.04 -0.03 0.01
-0.08 -0.01 0.01
0.02 -0.13 0.12
-0.05 0.01 0.04
0.02 -0.09 0.01
-0.01 0.08 -0.03
0.05 0.04 -0.04
0.00 0.07 0.00
-0.26 1.16 -0.03
-0.74 -0.44 -0.02
0.50 0.07 -0.02
-0.23 0.00 -0.11
-0.01 0.03 0.08
-0.01 0.03 -0.01
-0.05 -0.05 -0.07
-0.20 -0.41 0.39
0.33 0.29 -0.45
-0.77 0.03 -0.71
-0.48 0.18 -0.79
0.04 -0.04 0.03
0.03 0.02 0.05
-0.13 0.05 0.04

- Net charge: +3
- LUMO (alpha / beta): -12.7089 / -12.7013 eV
- Relative energy (zero: lowest compared OMol25 entry of this formula, charge and spin): 125.9 kJ/mol
- Highest occupied orbital energy (alpha / beta): -16.25 / -16.25 eV
- HOMO-LUMO gap (alpha / beta): 3.540 / 3.549 eV

=====

[6]
The following is a DFT calculation (ωB97M-V/def2-TZVPD) of the molecule C13H14N2O2S.

CARTESIAN COORDINATES (ANGSTROEM)
C (3.7759, 1.4982, 0.6678)
C (2.6300, 0.7878, 1.3590)
H (2.6991, -0.2906, 1.2328)
H (2.5954, 1.0290, 2.4222)
S (1.0354, 1.3474, 0.6328)
C (-0.0644, 0.0983, 1.2772)
C (-1.0489, 0.4855, 2.1741)
C (-1.9300, -0.4488, 2.6890)
C (-1.8188, -1.7805, 2.3244)
C (-0.8396, -2.1711, 1.4279)
C (0.0243, -1.2339, 0.8746)
C (1.0681, -1.7052, -0.0857)
O (1.9550, -2.4655, 0.2420)
N (0.9897, -1.2444, -1.3668)
C (0.0574, -0.4330, -1.9727)
N (0.3649, 0.1371, -3.1155)
O (-0.7182, 0.8449, -3.5124)
C (-1.7004, 0.7047, -2.6108)
C (-1.2758, -0.1099, -1.6005)
H (-1.8272, -0.4296, -0.7439)
C (-2.9840, 1.4078, -2.8440)
H (-3.7117, 1.1045, -2.0979)
H (-3.3609, 1.1791, -3.8390)
H (-2.8332, 2.4845, -2.7813)
H (1.7763, -1.4810, -1.9620)
H (-0.7432, -3.2056, 1.1338)
H (-2.4931, -2.5154, 2.7371)
H (-2.6948, -0.1378, 3.3848)
H (-1.1127, 1.5237, 2.4613)
H (4.7203, 1.1819, 1.1057)
H (3.6803, 2.5762, 0.7799)
H (3.7848, 1.2617, -0.3939)

Forces on the atoms, in the same order (eV/Å):
-0.15 -0.03 0.01
-0.39 0.07 0.05
0.06 0.02 0.07
0.08 -0.11 -0.02
0.15 -0.12 0.11
0.34 0.32 -0.18
-0.01 -0.06 -0.01
-0.09 -0.02 0.01
-0.05 -0.02 0.00
0.11 0.00 -0.13
-0.11 -0.03 0.39
-0.03 0.08 -0.07
0.02 -0.09 0.09
0.50 -0.26 -0.53
-0.70 0.69 -0.60
1.14 -0.73 0.50
-0.87 0.38 -0.07
0.19 -0.52 0.63
-0.12 0.34 -0.52
-0.19 -0.03 0.16
0.23 0.05 -0.16
-0.04 -0.01 0.02
-0.09 -0.01 -0.03
-0.06 0.07 0.01
-0.05 -0.05 0.19
0.01 -0.11 0.00
-0.06 -0.06 0.04
-0.07 0.02 0.07
0.02 0.09 0.06
0.08 0.03 0.01
0.08 0.10 -0.02
0.05 0.00 -0.09

- SMILES: CCSc1ccccc1C(=O)Nc1cc(C)on1
- LUMO: 0.6416 eV
- Relative energy (zero: lowest compared OMol25 entry of this formula, charge and spin): 190.4 kJ/mol
- Highest occupied orbital energy: -8.73 eV
- HOMO-LUMO gap: 9.374 eV

=====

[7]
The following is a DFT calculation (ωB97M-V/def2-TZVPD) of the molecule C13H14N4O3S.

CARTESIAN COORDINATES (ANGSTROEM)
C (-0.4650, 4.4025, 4.7403)
N (-1.2280, 3.4948, 3.9271)
C (-0.7196, 2.7772, 2.9257)
N (0.5826, 2.8867, 2.6419)
C (0.9939, 2.1376, 1.6390)
N (0.2411, 1.3122, 0.9239)
C (-1.0367, 1.2821, 1.2861)
N (-1.5743, 1.9793, 2.2649)
O (-1.8920, 0.5269, 0.5957)
C (-1.4260, -0.3796, -0.3290)
C (-2.1245, -0.4716, -1.5296)
C (-1.7398, -1.3979, -2.4756)
C (-0.6560, -2.2407, -2.2361)
C (0.0277, -2.1539, -1.0262)
C (-0.3576, -1.2323, -0.0733)
H (0.1616, -1.1715, 0.8699)
H (0.8567, -2.8168, -0.8356)
C (-0.2754, -3.2133, -3.2869)
O (-0.8494, -3.3374, -4.3412)
O (0.7904, -3.9547, -2.9434)
C (1.2096, -4.9120, -3.9037)
H (0.4060, -5.6229, -4.1068)
H (2.0693, -5.4189, -3.4732)
H (1.4829, -4.4177, -4.8383)
H (-2.2643, -1.4835, -3.4150)
H (-2.9601, 0.1889, -1.6994)
S (2.6767, 2.2548, 1.2255)
C (2.7531, 1.0893, -0.1664)
H (3.7467, 1.1827, -0.5912)
H (1.9926, 1.3546, -0.8926)
H (2.5853, 0.0814, 0.1978)
H (-2.2148, 3.3793, 4.0975)
H (-0.4993, 4.0986, 5.7883)
H (0.5635, 4.3781, 4.3878)
H (-0.8570, 5.4177, 4.6522)

Forces on the atoms, in the same order (eV/Å):
0.12 0.17 0.17
-0.37 0.08 0.19
0.13 -0.41 -0.47
0.25 0.30 0.27
-0.26 -0.19 -0.10
-0.24 -0.22 -0.30
0.57 0.84 0.60
-0.45 -0.27 -0.15
-0.33 -0.19 -0.01
0.18 -0.48 -0.60
0.07 0.22 0.41
0.24 -0.24 -0.04
-0.10 0.18 0.12
-0.14 0.00 -0.14
-0.16 0.06 0.21
0.03 -0.02 0.01
0.06 -0.03 0.04
-0.07 -0.09 -0.25
0.06 -0.01 0.07
-0.01 0.21 0.33
-0.03 -0.19 -0.36
0.09 0.04 0.01
-0.04 0.03 -0.01
-0.01 -0.07 0.07
-0.05 0.00 -0.06
-0.08 0.08 -0.02
0.37 0.00 -0.18
-0.15 0.26 0.37
0.10 0.02 -0.02
0.04 -0.06 -0.10
0.01 -0.09 -0.09
0.11 -0.06 -0.10
0.06 0.04 -0.02
-0.06 0.09 0.12
0.07 0.00 0.02

- SMILES: CNc1nc(Oc2ccc(C(=O)OC)cc2)nc(SC)n1
- LUMO: 0.5318 eV
- Relative energy (zero: lowest compared OMol25 entry of this formula, charge and spin): 32.3 kJ/mol
- Highest occupied orbital energy: -9.05 eV
- HOMO-LUMO gap: 9.585 eV

=====

| no. | calculated total energy (eV) | strongest force on any atom (hartree/bohr) | molecular weight (g/mol) |
| --- | --- | --- | --- |
| 1 | -202331.367 | 0.0409 | 733.5 |
| 2 | -37958.353 | 0.0908 | 299.7 |
| 3 | -37959.368 | 0.0133 | 299.7 |
| 4 | -73680.152 | 0.0142 | 392.3 |
| 5 | -122414.250 | 0.0719 | 849.0 |
| 6 | -31617.976 | 0.0280 | 262.3 |
| 7 | -36647.602 | 0.0230 | 306.3 |